1.
{"formula": "C20H28Cl2N2O2S4SiTi", "method": "the ωB97M-V functional and the def2-TZVPD basis", "lumo_ev": 4.6, "e_tot_ha": -4691.1953, "total_charge": -2, "e_above_lowest_kj_mol": 32.0, "homo_energy_ev": -1.068, "species": ["Ti", "S", "S", "S", "S", "C", "N", "C", "C", "C", "N", "C", "C", "H", "H", "H", "H", "H", "H", "H", "H", "H", "H", "H", "H", "H", "H", "H", "H", "C", "C", "C", "C", "C", "C", "Si", "C", "C", "C", "C", "C", "C", "H", "H", "H", "H", "H", "H", "H", "H", "H", "H", "H", "Cl", "C", "Cl", "C", "O", "O", "H"], "xyz": [[2.0801, 1.0442, 0.2617], [0.5279, 2.6603, -0.3533], [1.5777, 1.8355, -1.9604], [2.6628, 2.0938, 2.3473], [4.2031, 1.7382, 0.9833], [-0.8638, -0.8917, -2.2246], [-1.6531, -0.9840, -1.0157], [-1.8680, -2.3522, -0.6112], [-2.8768, -0.2289, -1.1474], [-3.8167, -0.2922, 0.0459], [-3.2163, 0.0417, 1.3177], [-2.6117, 1.3594, 1.3207], [-4.1782, -0.0972, 2.3826], [-1.3752, -1.3734, -3.0839], [0.1049, -1.3694, -2.0750], [-0.6703, 0.1534, -2.4630], [-2.5572, -2.8891, -1.2971], [-2.2689, -2.3879, 0.4024], [-0.9117, -2.8740, -0.6114], [-3.4652, -0.5728, -2.0273], [-2.5981, 0.8084, -1.3504], [-4.2403, -1.2979, 0.1312], [-4.6676, 0.3860, -0.1817], [-3.3564, 2.1511, 1.1039], [-1.8040, 1.4210, 0.5933], [-2.1769, 1.5528, 2.3009], [-5.0504, 0.5767, 2.2551], [-3.7050, 0.1268, 3.3385], [-4.5495, -1.1253, 2.4209], [4.5420, -2.9849, 3.8623], [3.8591, -3.5128, 2.7760], [2.7910, -2.8170, 2.2204], [2.3838, -1.5749, 2.7169], [3.0874, -1.0640, 3.8126], [4.1475, -1.7572, 4.3808], [0.9357, -0.6302, 1.8822], [-0.1970, -0.2820, 3.3876], [-1.0667, -1.2719, 3.8541], [-1.8320, -1.0925, 4.9979], [-1.7576, 0.1008, 5.7065], [-0.9123, 1.1056, 5.2566], [-0.1420, 0.9106, 4.1136], [5.3808, -3.5198, 4.2946], [4.1653, -4.4598, 2.3465], [2.2717, -3.2462, 1.3707], [2.8176, -0.0922, 4.2090], [4.6804, -1.3298, 5.2237], [0.2310, -1.8024, 1.2635], [-1.1379, -2.2048, 3.3042], [-2.4956, -1.8817, 5.3365], [-2.3567, 0.2458, 6.5990], [-0.8483, 2.0441, 5.7963], [0.5140, 1.7063, 3.7791], [5.5014, -0.3437, -1.6058], [4.8013, -1.4789, -0.4144], [5.7660, -2.9670, -0.3609], [3.3180, -1.7288, -0.7716], [2.9498, -2.8006, -1.2100], [2.6008, -0.6970, -0.5425], [4.8745, -0.9886, 0.5533]], "forces_ev_per_a": [[0.15, 0.11, -0.19], [-0.10, 0.08, 0.05], [0.02, -0.05, 0.06], [-0.04, -0.08, 0.01], [0.07, 0.09, -0.02], [0.04, -0.01, 0.03], [-0.13, -0.01, 0.15], [0.03, 0.01, -0.06], [0.08, 0.04, -0.12], [-0.02, 0.00, 0.02], [0.00, -0.03, -0.03], [0.02, 0.00, 0.02], [0.00, -0.02, 0.02], [0.01, 0.00, 0.00], [0.00, -0.01, 0.01], [0.01, 0.00, 0.00], [0.00, -0.01, 0.01], [-0.01, -0.01, 0.00], [0.00, 0.00, 0.02], [-0.01, -0.02, 0.00], [-0.02, 0.01, -0.01], [-0.01, 0.00, -0.01], [0.00, 0.00, 0.01], [0.01, 0.00, -0.01], [0.00, -0.01, 0.00], [-0.01, 0.00, 0.02], [0.01, 0.01, 0.00], [0.00, 0.01, 0.00], [-0.01, 0.01, -0.01], [-0.01, -0.01, -0.02], [0.01, 0.01, 0.01], [0.00, 0.00, -0.01], [-0.04, 0.01, -0.01], [0.04, -0.01, 0.03], [-0.01, 0.00, -0.01], [-0.02, -0.20, -0.01], [0.10, 0.13, 0.00], [0.03, -0.01, -0.02], [-0.04, 0.00, 0.02], [-0.01, 0.00, 0.00], [0.02, -0.03, -0.05], [-0.07, 0.03, 0.05], [0.00, 0.00, 0.00], [0.00, 0.00, 0.00], [0.00, 0.00, -0.02], [-0.01, -0.01, -0.01], [0.00, 0.01, 0.00], [-0.05, 0.03, 0.02], [0.00, 0.00, 0.01], [0.00, 0.00, -0.01], [0.00, 0.00, 0.00], [0.00, 0.00, 0.00], [-0.01, -0.01, -0.01], [-0.03, -0.07, 0.03], [0.08, 0.10, -0.05], [0.01, -0.04, 0.01], [-0.03, 0.01, 0.02], [0.01, 0.02, -0.04], [-0.03, -0.07, 0.05], [-0.02, 0.00, 0.00]], "lowdin_charge": [-0.184, -0.093, -0.090, -0.076, -0.048, -0.115, -0.254, -0.130, -0.228, -0.238, -0.255, -0.097, -0.123, 0.079, 0.080, 0.035, 0.080, 0.067, 0.074, 0.114, 0.111, 0.102, 0.114, 0.088, 0.016, 0.074, 0.078, 0.065, 0.079, -0.126, -0.122, -0.126, -0.311, -0.124, -0.108, 0.644, -0.318, -0.121, -0.130, -0.133, -0.107, -0.127, 0.083, 0.089, 0.089, 0.062, 0.088, -0.023, 0.091, 0.089, 0.083, 0.090, 0.040, 0.563, -1.004, 0.558, -0.761, 0.016, -0.288, 0.017]}

2.
{"formula": "C3H40N2O15S", "method": "the ωB97M-V functional and the def2-TZVPD basis", "lumo_ev": 0.1, "e_tot_ha": -1774.4522, "e_above_lowest_kj_mol": 661.6, "homo_energy_ev": -8.609, "species": ["N", "C", "C", "S", "C", "N", "H", "H", "H", "H", "H", "H", "H", "H", "H", "H", "H", "H", "O", "H", "H", "O", "H", "H", "O", "H", "H", "O", "H", "H", "O", "H", "H", "O", "H", "H", "O", "H", "H", "O", "H", "H", "O", "H", "H", "O", "H", "H", "O", "H", "H", "O", "H", "H", "O", "H", "H", "O", "H", "H", "O"], "xyz": [[0.6340, 1.6134, 0.0797], [-0.2729, 1.1952, -1.1294], [0.5484, 0.4491, -2.2290], [-0.3735, 0.3751, -3.8282], [-1.2446, 0.2037, -0.4291], [-0.7156, -0.8751, 0.3866], [1.1109, 0.9374, 0.4563], [-1.0753, -0.7200, -3.6786], [0.0301, 1.9824, 0.9005], [-0.8067, 2.1550, -1.3973], [0.8584, -0.6676, -2.1258], [1.3365, 1.0293, -2.5904], [-1.9676, 0.7861, 0.3610], [-1.8481, -0.1915, -1.2943], [-0.6564, -1.8585, 0.0655], [0.1414, -0.7197, 0.9300], [1.5503, 3.8281, -0.8204], [1.3090, 5.3079, -0.5924], [2.0529, 4.6078, -0.6398], [-1.1174, 3.5645, 1.9958], [-1.1996, 5.0045, 1.3116], [-0.9506, 4.0684, 1.2386], [-4.0563, 0.3045, 0.2096], [-4.1647, -0.6671, 1.3054], [-4.0831, 0.2969, 1.2213], [-2.9676, -3.8762, 0.3863], [-1.6448, -3.8082, -0.4011], [-2.4514, -3.2527, -0.1160], [3.3554, 0.6845, -0.0259], [4.4532, 0.4762, -1.0619], [3.8243, 0.0598, -0.5722], [1.8651, -0.5385, 3.0926], [0.6973, -1.2560, 2.4597], [1.5850, -1.3449, 2.6270], [-2.4094, -2.0690, -1.9465], [-3.3877, -2.7726, -2.7625], [-2.8009, -1.9311, -2.7381], [4.1849, -0.0861, 1.6249], [4.9824, 1.2032, 1.1906], [4.6092, 0.7905, 1.8934], [-5.1181, -0.0720, -2.0337], [-3.9135, -0.9879, -1.9575], [-4.7564, -0.6049, -1.3936], [3.0151, -1.5814, -1.3543], [3.1144, -2.8052, -2.1342], [2.4658, -2.4241, -1.5162], [1.0027, -3.3288, -0.8820], [0.2640, -4.4354, 0.1181], [0.2028, -3.8236, -0.5288], [-1.3382, -3.6301, 3.0524], [-2.3689, -3.1839, 1.9519], [-1.6495, -3.8009, 2.1778], [-1.8984, 1.2289, 2.6438], [-3.1992, 0.4316, 2.7933], [-2.4202, 0.7430, 3.2973], [3.1736, 1.8507, 2.5946], [1.6726, 2.3264, 2.3578], [2.2874, 1.6183, 2.2825], [3.0814, 2.4555, -1.0335], [3.5994, 3.2603, -2.1525], [3.8487, 2.4747, -1.6410]], "forces_ev_per_a": [[-4.34, 6.06, -2.77], [1.07, -0.94, 3.66], [-1.89, -1.51, -0.41], [0.17, 0.95, -0.23], [-2.33, 0.78, 0.44], [1.12, -1.20, 0.07], [3.32, -5.03, 2.14], [-0.42, -0.70, 0.29], [1.09, -0.63, -2.32], [0.66, -1.35, -0.35], [-0.37, 2.27, 0.84], [1.80, 0.80, 0.08], [1.53, -0.83, -2.45], [0.05, 0.08, 1.26], [-0.35, 1.25, -0.19], [-0.66, 0.51, -0.83], [-0.73, -1.22, 0.14], [1.97, -1.61, -0.06], [-1.43, 2.74, 0.07], [-0.77, -0.38, 2.03], [-0.07, -0.83, 0.60], [0.70, 1.32, -2.50], [-0.27, 0.30, 1.47], [-0.09, 0.22, 0.27], [-0.28, -0.84, -1.96], [-0.46, -0.42, -0.01], [-1.22, 1.44, 0.63], [1.04, -0.96, -1.70], [-0.22, 0.45, 0.05], [2.50, 2.30, -2.21], [-2.68, -3.33, 1.75], [-0.27, -0.20, -0.34], [-3.38, 0.29, -0.26], [3.62, -0.13, 0.77], [2.49, -0.74, 4.44], [1.32, 2.02, -0.28], [-3.65, -1.67, -4.03], [1.18, 1.98, 0.20], [1.74, 1.42, -3.45], [-1.96, -3.48, 3.78], [-1.76, 2.21, -2.19], [-2.50, 0.89, 1.75], [4.07, -2.86, 0.42], [-1.59, -0.96, 0.56], [-0.73, -0.61, 0.07], [2.20, 1.64, -0.49], [-0.66, -1.22, 1.14], [1.42, -2.69, 3.29], [-0.55, 3.83, -4.39], [0.06, 0.36, 0.93], [0.98, 0.01, 0.50], [-0.48, -0.37, -0.63], [-0.34, -0.37, 0.08], [0.66, 0.53, 0.00], [0.05, 0.03, 0.19], [-0.24, 0.09, -0.16], [-0.31, 1.13, 0.23], [0.14, -1.12, 0.14], [0.52, -0.21, -0.15], [0.50, -0.07, 0.00], [-0.98, 0.57, 0.10]], "lowdin_charge": [0.048, -0.339, -0.482, 0.728, -0.268, 0.034, -0.064, -0.205, 0.081, 0.144, 0.089, 0.009, 0.125, 0.086, 0.043, 0.040, -0.030, 0.090, -0.085, -0.006, 0.062, -0.034, 0.044, 0.051, -0.106, 0.034, 0.061, -0.102, 0.018, -0.004, -0.009, 0.037, -0.046, -0.023, -0.064, 0.141, -0.051, 0.095, -0.019, -0.042, -0.013, 0.070, -0.091, 0.056, 0.064, -0.089, 0.050, -0.012, -0.035, 0.033, 0.035, -0.056, -0.004, -0.003, -0.086, 0.042, 0.023, -0.063, 0.013, 0.051, -0.067]}